The following is a quantum chemistry calculation of a single C21H22N2O4S2 molecule, from OMol25.

E_HOMO ... -8.323 eV
Structure (SMILES) ... O=C(CN(c1ccccc1)S(=O)(=O)c1ccccc1)NCCSCc1ccco1
Energy ... -54974.477 eV
Orbital gap ... 0.328 hartree

```
! wB97M-V def2-TZVPD RIJCOSX def2/J DEFGRID3
* xyz 0 1
O 3.253 0.294 -1.368
C 2.274 0.270 -0.653
C 1.315 -0.921 -0.664
N -0.021 -0.602 -0.216
C -0.684 0.512 -0.779
C -1.652 1.149 -0.007
C -2.329 2.243 -0.512
C -2.040 2.720 -1.780
C -1.070 2.094 -2.544
C -0.394 0.991 -2.053
S -0.996 -1.977 -0.078
O -2.210 -1.614 0.585
O -0.187 -3.007 0.502
C -1.339 -2.357 -1.791
C -0.532 -3.255 -2.461
C -0.734 -3.460 -3.816
C -1.730 -2.759 -4.479
C -2.534 -1.862 -3.793
C -2.338 -1.655 -2.437
N 1.961 1.244 0.216
C 2.677 2.495 0.270
C 2.712 3.032 1.690
S 1.018 3.406 2.283
C 0.920 2.316 3.771
C 0.890 0.877 3.440
C 1.884 -0.056 3.323
C 1.244 -1.275 2.993
C -0.085 -0.996 2.930
O -0.308 0.301 3.191
H 1.338 -1.350 -1.676
H 1.693 -1.680 0.026
H -1.868 0.769 0.978
H -3.077 2.731 0.093
H -2.564 3.580 -2.169
H -0.836 2.462 -3.532
H 0.362 0.516 -2.658
H 0.227 -3.789 -1.909
H -0.115 -4.162 -4.354
H -1.882 -2.916 -5.536
H -3.311 -1.322 -4.313
H -2.950 -0.971 -1.872
H 1.096 1.195 0.735
H 2.195 3.232 -0.386
H 3.689 2.309 -0.100
H 3.141 2.302 2.372
H 3.283 3.959 1.730
H 1.768 2.565 4.407
H -0.010 2.616 4.251
H 2.934 0.096 3.474
H 1.705 -2.226 2.830
H -0.934 -1.609 2.705
*
```

=====

The following is a quantum chemistry calculation of a single C9H14N6 molecule, from OMol25.

E_HOMO ... -8.144 eV
Structure (SMILES) ... CN(C)CCNc1nncc2cncn12
Energy ... -18497.334 eV
Orbital gap ... 0.319 hartree

```
! wB97M-V def2-TZVPD RIJCOSX def2/J DEFGRID3
* xyz 0 1
C -2.589 1.280 1.168
N -3.168 0.007 0.655
C -4.276 0.130 -0.237
C -2.090 -0.944 0.458
C -1.487 -1.038 -0.910
N -0.159 -1.712 -0.771
C 1.051 -1.142 -0.296
N 1.917 -1.966 0.104
N 3.091 -1.501 0.730
C 3.278 -0.186 0.703
C 2.349 0.742 0.088
C 2.326 2.128 -0.105
N 1.170 2.497 -0.668
C 0.415 1.438 -0.680
N 1.135 0.261 -0.404
H -3.127 2.141 0.793
H -2.630 1.286 2.250
H -1.570 1.430 0.729
H -5.205 0.560 0.238
H -4.003 0.722 -1.159
H -4.440 -0.880 -0.745
H -1.323 -0.859 1.266
H -2.535 -1.898 0.842
H -2.128 -1.550 -1.651
H -1.342 0.007 -1.324
H -0.190 -2.645 -0.391
H 4.166 0.111 1.191
H 3.196 2.703 0.181
H -0.632 1.315 -0.870
*
```

=====

The following is a quantum chemistry calculation of 3 unconnected molecules or ions with the total composition C4H12N2O, from OMol25.

E_HOMO (spin up / spin down) ... -13.236 / -13.192 eV
<S²> ... 1.7618
Energy ... -9355.255 eV
Orbital gap (spin up / spin down) ... 0.283 / 0.189 hartree

```
! wB97M-V def2-TZVPD RIJCOSX def2/J DEFGRID3
* xyz 1 2
C -1.881 1.308 0.505
O -2.922 -1.289 -0.255
C -0.568 1.297 0.690
C 0.225 0.007 0.564
C 0.001 -0.828 -0.696
N 1.054 -0.611 -1.621
N 2.896 0.294 0.540
H -2.553 2.045 0.923
H -2.349 0.363 0.198
H -0.054 2.223 0.915
H 1.325 0.352 0.390
H 0.054 -0.537 1.490
H -0.117 -1.904 -0.494
H -0.940 -0.532 -1.199
H 1.121 -1.370 -2.302
H 1.983 -0.380 -1.225
H -3.875 -1.502 -0.290
H 2.893 0.181 1.554
H 3.707 0.883 0.313
*
```

=====

The following is a quantum chemistry calculation of a single C3H2NP molecule, from OMol25.

E_HOMO (spin up / spin down) ... -9.610 / -9.448 eV
Energy ... -13912.943 eV
Orbital gap (spin up / spin down) ... 0.290 / 0.254 hartree

```
! wB97M-V def2-TZVPD RIJCOSX def2/J DEFGRID3
* xyz 0 1
C -0.515 0.605 0.401
C -0.721 -1.415 -0.465
C -0.718 1.243 -0.821
N -0.988 1.889 -1.746
P 0.481 -0.807 0.606
H 1.876 -0.768 0.041
H 0.585 -0.747 1.985
*
```

=====

The following is a quantum chemistry calculation of a molecular structure, C10H21O8S2, from OMol25.

E_HOMO ... -2.521 eV
Energy ... -48751.360 eV
Orbital gap ... 0.151 hartree

```
! wB97M-V def2-TZVPD RIJCOSX def2/J DEFGRID3
* xyz -1 1
C -0.221 2.272 1.166
C 0.160 1.777 -0.386
O -0.918 1.513 -1.172
O 1.539 1.670 -0.898
C 2.019 0.250 -0.807
C 2.987 0.012 0.494
C 3.180 -1.553 0.942
C 3.188 -2.635 -0.290
C 1.732 -3.361 -0.572
O 1.190 -2.760 -1.816
S -0.527 -2.878 -1.839
O -0.886 -2.735 -3.362
O -1.265 -1.526 -1.099
S -1.982 -2.020 0.405
C -0.819 -1.848 1.863
O -2.444 -3.507 0.153
O -3.266 -1.168 0.700
H -0.216 1.305 1.832
H -1.300 2.768 1.161
H 0.539 3.107 1.548
H 1.051 -0.397 -0.670
H 2.567 0.060 -1.850
H 4.037 0.469 0.248
H 2.517 0.646 1.387
H 2.422 -1.936 1.751
H 4.257 -1.620 1.453
H 3.935 -3.524 -0.012
H 3.636 -2.130 -1.246
H 1.961 -4.514 -0.770
H 0.993 -3.330 0.334
H -0.886 -2.776 2.578
H -1.158 -0.911 2.514
H 0.278 -1.623 1.508
C -4.025 4.657 -0.776
C -3.004 3.535 -0.520
O -2.010 4.068 0.171
H -3.592 5.481 -1.358
H -4.873 4.264 -1.349
H -4.426 5.069 0.159
H -2.785 3.113 -1.513
H -3.583 2.718 -0.061
*
```

=====

The following is a quantum chemistry calculation of a molecular structure, C3H2BiFO3, from OMol25.

E_HOMO ... -19.222 eV
Energy ... -17820.147 eV
Orbital gap ... 0.283 hartree

```
! wB97M-V def2-TZVPD RIJCOSX def2/J DEFGRID3
* xyz 2 1
O -1.994 1.142 0.055
C -2.155 -0.027 -0.481
C -1.365 -1.089 -0.091
H -2.968 -0.205 -1.197
H -1.465 -2.146 -0.314
F -0.911 -0.842 1.239
Bi -0.391 1.203 1.214
O 2.234 -1.000 -1.212
O 1.306 0.558 0.200
C 1.543 -0.330 -0.567
*
```